Entry from the OMol25 dataset: a cluster of 9 separate species, C82H184N5O9P4 in total in a non-equilibrium geometry (the ωB97M-V functional and the def2-TZVPD basis).

CARTESIAN COORDINATES (ANGSTROEM)
C -20.68 -11.87 28.64
C -20.46 -12.70 27.28
C -20.64 -14.21 27.34
C -20.93 -14.88 25.91
P -22.54 -15.56 25.76
C -23.01 -16.04 24.00
C -24.57 -16.36 23.77
C -24.82 -16.82 22.35
C -24.12 -18.18 22.06
C -23.87 -14.53 26.52
C -24.13 -13.08 25.93
C -25.45 -12.50 26.51
C -25.46 -12.16 28.02
C -22.49 -17.00 26.92
C -23.58 -18.05 26.68
C -23.42 -19.17 27.64
C -24.56 -20.19 27.59
H -20.39 -10.82 28.54
H -19.90 -12.13 29.35
H -21.66 -11.95 29.12
H -19.45 -12.55 26.91
H -21.19 -12.23 26.61
H -21.48 -14.51 27.97
H -19.80 -14.67 27.86
H -20.26 -15.72 25.73
H -20.75 -14.17 25.10
H -22.35 -16.85 23.70
H -22.68 -15.18 23.41
H -25.21 -15.51 23.97
H -24.84 -17.16 24.46
H -24.35 -16.08 21.70
H -25.85 -16.88 22.01
H -24.21 -18.82 22.93
H -23.06 -17.94 21.92
H -24.49 -18.75 21.21
H -23.74 -14.48 27.60
H -24.76 -15.14 26.39
H -24.20 -13.22 24.85
H -23.22 -12.50 26.13
H -26.21 -13.25 26.29
H -25.75 -11.60 25.95
H -25.39 -13.10 28.57
H -26.45 -11.74 28.21
H -24.67 -11.46 28.30
H -22.66 -16.57 27.90
H -21.49 -17.42 27.02
H -23.43 -18.36 25.64
H -24.54 -17.55 26.81
H -23.33 -18.76 28.65
H -22.50 -19.74 27.47
H -24.58 -21.04 28.28
H -24.61 -20.78 26.68
H -25.50 -19.66 27.75
C -23.43 -11.74 36.09
C -24.23 -10.41 36.27
C -24.97 -9.98 35.03
C -24.06 -9.88 33.82
P -25.00 -9.63 32.29
C -25.58 -7.93 32.55
C -26.38 -7.16 31.46
C -26.22 -5.57 31.54
C -26.68 -5.15 32.95
C -23.95 -9.71 30.72
C -22.60 -8.93 30.96
C -21.94 -8.44 29.69
C -22.84 -7.44 28.93
C -26.40 -10.78 32.05
C -27.21 -10.36 30.88
C -28.29 -11.38 30.58
C -29.41 -11.34 31.68
H -24.05 -12.58 35.80
H -23.04 -12.02 37.07
H -22.60 -11.62 35.39
H -23.40 -9.73 36.50
H -25.05 -10.52 36.98
H -25.35 -9.00 35.32
H -25.68 -10.78 34.86
H -23.63 -10.86 33.60
H -23.29 -9.12 33.92
H -24.74 -7.37 32.95
H -26.36 -8.00 33.31
H -27.41 -7.47 31.59
H -25.84 -7.29 30.52
H -26.93 -5.07 30.88
H -25.23 -5.17 31.31
H -26.65 -4.07 32.89
H -25.99 -5.44 33.73
H -27.72 -5.41 33.14
H -24.51 -9.26 29.90
H -23.77 -10.77 30.55
H -21.92 -9.55 31.54
H -22.86 -8.14 31.67
H -21.51 -9.21 29.05
H -21.07 -7.87 29.98
H -22.35 -6.71 28.29
H -23.40 -6.77 29.59
H -23.54 -7.98 28.29
H -27.04 -10.74 32.93
H -25.95 -11.77 31.96
H -26.57 -10.16 30.02
H -27.75 -9.43 31.03
H -27.89 -12.37 30.37
H -28.69 -11.16 29.59
H -29.22 -11.97 32.55
H -30.38 -11.60 31.25
H -29.66 -10.32 31.96
C -11.47 -6.79 28.73
C -12.50 -7.81 28.26
C -12.11 -8.76 27.11
C -13.26 -9.76 26.97
P -13.43 -10.69 25.40
C -13.02 -9.66 24.04
C -13.81 -8.33 23.97
C -13.56 -7.59 22.65
C -13.45 -6.06 22.64
C -12.18 -12.00 25.48
C -10.73 -11.73 24.92
C -9.71 -12.85 25.37
C -8.29 -12.71 24.71
C -15.14 -11.35 25.17
C -15.86 -12.21 26.25
C -15.57 -13.73 25.96
C -16.46 -14.76 26.63
H -10.60 -7.39 29.00
H -11.65 -6.28 29.67
H -11.17 -6.11 27.93
H -13.45 -7.32 28.05
H -12.87 -8.38 29.12
H -11.25 -9.23 27.58
H -11.74 -8.29 26.19
H -14.19 -9.20 26.99
H -13.40 -10.43 27.82
H -13.24 -10.26 23.15
H -11.95 -9.52 24.09
H -13.51 -7.59 24.72
H -14.87 -8.58 24.07
H -14.09 -7.90 21.75
H -12.57 -7.94 22.36
H -13.05 -5.69 21.70
H -12.86 -5.61 23.44
H -14.43 -5.71 22.97
H -12.67 -12.77 24.87
H -12.08 -12.31 26.52
H -10.34 -10.76 25.21
H -10.59 -11.75 23.84
H -10.16 -13.83 25.27
H -9.63 -12.68 26.45
H -8.32 -12.66 23.63
H -7.63 -13.53 25.00
H -7.86 -11.74 24.99
H -15.20 -11.70 24.14
H -15.76 -10.45 25.08
H -16.91 -11.94 26.23
H -15.54 -11.94 27.25
H -14.51 -13.90 26.12
H -15.69 -13.87 24.88
H -16.89 -14.37 27.56
H -15.93 -15.69 26.81
H -17.35 -15.05 26.07
C -12.60 -11.75 34.26
C -13.42 -12.47 33.20
C -14.83 -12.81 33.54
C -15.83 -11.74 33.88
P -16.43 -10.74 32.48
C -17.03 -11.89 31.05
C -18.10 -12.96 31.47
C -18.24 -14.23 30.62
C -16.92 -14.97 30.42
C -15.04 -9.60 32.00
C -14.68 -8.52 33.12
C -13.62 -7.50 32.80
C -14.02 -6.59 31.53
C -17.81 -9.75 33.17
C -18.40 -8.73 32.18
C -19.32 -7.82 32.93
C -18.66 -6.72 33.69
H -12.35 -12.56 34.96
H -13.15 -10.94 34.75
H -11.77 -11.21 33.82
H -12.85 -13.36 32.92
H -13.53 -11.88 32.29
H -14.92 -13.49 34.38
H -15.22 -13.42 32.73
H -15.45 -11.04 34.63
H -16.75 -12.19 34.26
H -16.11 -12.40 30.75
H -17.39 -11.29 30.22
H -19.02 -12.39 31.62
H -17.81 -13.33 32.45
H -18.69 -13.94 29.67
H -18.92 -14.86 31.21
H -17.03 -15.68 29.61
H -16.71 -15.52 31.34
H -16.08 -14.39 30.04
H -15.43 -9.13 31.10
H -14.14 -10.11 31.65
H -14.49 -9.04 34.06
H -15.53 -7.96 33.51
H -12.63 -7.93 32.69
H -13.62 -6.83 33.65
H -14.73 -5.82 31.83
H -14.37 -7.18 30.68
H -13.12 -6.06 31.22
H -17.38 -9.39 34.10
H -18.49 -10.56 33.46
H -19.01 -9.24 31.43
H -17.64 -8.16 31.64
H -19.83 -8.30 33.77
H -20.02 -7.40 32.20
H -17.91 -7.01 34.44
H -19.36 -6.13 34.27
H -18.14 -6.08 32.97
C -18.43 -0.35 29.80
C -19.63 -1.11 29.32
C -19.21 -2.29 28.36
C -18.26 -3.24 29.12
N -18.10 -4.66 28.50
C -16.86 -5.32 29.12
C -15.91 -5.69 27.97
C -16.25 -4.66 26.86
C -17.81 -4.61 26.96
C -19.33 -5.48 28.77
H -18.68 0.59 30.28
H -17.76 -0.06 28.99
H -17.92 -0.93 30.57
H -20.44 -0.44 29.04
H -20.15 -1.54 30.17
H -18.76 -1.87 27.47
H -20.11 -2.84 28.05
H -18.58 -3.44 30.14
H -17.30 -2.76 29.31
H -17.22 -6.10 29.78
H -16.41 -4.67 29.87
H -16.07 -6.74 27.70
H -14.84 -5.58 28.16
H -16.12 -5.21 25.92
H -15.60 -3.79 26.83
H -18.24 -5.50 26.50
H -18.34 -3.77 26.49
H -20.22 -4.86 28.65
H -19.25 -5.77 29.82
H -19.39 -6.27 28.02
C -18.27 -5.19 23.00
C -17.54 -6.53 23.07
C -18.32 -7.88 23.33
C -19.18 -7.83 24.67
N -20.08 -9.08 24.73
C -21.16 -9.30 23.62
C -22.12 -8.23 23.87
C -22.26 -8.19 25.37
C -21.02 -8.91 25.94
C -19.28 -10.42 25.00
H -17.56 -4.37 22.90
H -18.52 -5.06 24.05
H -19.01 -5.11 22.20
H -16.67 -6.54 23.73
H -17.11 -6.61 22.08
H -17.50 -8.58 23.49
H -18.92 -8.20 22.48
H -19.97 -7.10 24.51
H -18.57 -7.71 25.57
H -21.70 -10.23 23.79
H -20.67 -9.34 22.64
H -23.12 -8.45 23.52
H -21.87 -7.22 23.53
H -23.13 -8.83 25.52
H -22.54 -7.30 25.93
H -21.23 -9.93 26.27
H -20.51 -8.38 26.74
H -18.83 -10.34 25.99
H -18.54 -10.56 24.22
H -20.00 -11.22 24.80
N -17.39 -8.92 28.07
O -16.88 -9.05 26.97
O -16.69 -8.82 29.08
O -18.57 -8.74 28.27
N -22.07 -4.45 25.98
O -22.54 -3.99 27.02
O -21.12 -5.24 25.93
O -22.40 -3.97 24.95
N -12.85 -13.29 29.49
O -13.78 -12.77 28.86
O -11.72 -12.82 29.38
O -13.07 -14.11 30.37

Properties
**E_HOMO**: -11.9 eV
**Kohn-Sham gap**: 0.2403 hartree
**E_LUMO**: -5.35 eV
**2S+1**: 1
**Net charge**: +3